Version w
{"formula": "C5H12Si", "method": "ωB97M-V with the def2-TZVPD basis set", "species": ["C", "C", "C", "C", "C", "Si", "H", "H", "H", "H", "H", "H", "H", "H", "H", "H", "H", "H"], "xyz": [[-0.254, 1.286, -0.201], [0.201, -0.048, 0.506], [2.785, -0.076, 0.022], [-3.171, -0.215, 0.446], [1.413, -0.757, -0.143], [-1.480, -0.096, -0.438], [-0.446, 2.167, 0.447], [0.327, 1.595, -0.988], [0.272, -0.050, 1.671], [3.620, -0.820, 0.025], [2.834, 0.339, 1.034], [3.024, 0.888, -0.482], [-3.969, -0.031, -0.238], [-3.264, -1.151, 0.907], [-3.038, 0.673, 1.094], [1.575, -1.725, 0.370], [1.146, -0.796, -1.259], [-1.576, -1.184, -2.771]], "homo_ev": [-8.74, -8.75], "orbital_gap_ev": [8.3, 8.3], "mol_weight_da": 100.237, "total_charge": 0}


Version x
{"formula": "C5H12Si", "method": "ωB97M-V with the def2-TZVPD basis set", "species": ["C", "C", "C", "C", "C", "Si", "H", "H", "H", "H", "H", "H", "H", "H", "H", "H", "H", "H"], "xyz": [[-0.846, 1.794, 0.462], [-0.772, 0.619, -0.110], [0.195, 2.303, 1.307], [-1.653, -0.047, -1.136], [1.477, -2.309, -0.925], [0.703, -1.499, 0.620], [-1.530, 2.587, -0.032], [0.755, 1.416, 1.532], [0.848, 3.002, 0.858], [-0.119, 2.823, 2.256], [-0.993, -0.346, -1.849], [-2.101, -0.842, -0.548], [-2.368, 0.597, -1.484], [0.690, -2.923, -1.400], [1.580, -1.447, -1.561], [2.439, -2.753, -0.719], [-0.083, -2.275, 1.675], [1.777, -0.700, 1.053]], "homo_ev": -8.18, "orbital_gap_ev": 8.7, "mol_weight_da": 100.237, "total_charge": 0}


The least stable of them is version w.


Version w
{"formula": "C6H9NS", "method": "ωB97M-V with the def2-TZVPD basis set", "species": ["C", "C", "C", "C", "C", "C", "S", "N", "H", "H", "H", "H", "H", "H", "H", "H", "H"], "xyz": [[3.136, -0.329, 0.369], [1.805, 0.064, -0.229], [0.687, 0.159, 0.428], [-0.737, 0.151, -0.408], [-1.831, 1.127, -0.070], [-2.843, -0.092, -0.120], [-4.469, -0.247, 0.310], [-1.766, -0.920, -0.240], [3.383, -1.453, 0.049], [2.732, -0.466, 1.305], [3.985, 0.273, 0.130], [1.658, -0.250, -1.341], [0.802, 0.211, 1.608], [-0.618, 0.384, -1.366], [-2.026, 1.503, 1.120], [-1.944, 1.670, -0.942], [-1.953, -1.786, -0.602]], "homo_ev": -8.30, "orbital_gap_ev": 9.0, "mol_weight_da": 127.212, "total_charge": 0, "smiles": "C/C=C/[C@@H]1CC(=S)N1"}


Version x
{"formula": "C6H9NS", "method": "ωB97M-V with the def2-TZVPD basis set", "species": ["C", "C", "C", "C", "C", "C", "N", "S", "H", "H", "H", "H", "H", "H", "H", "H", "H"], "xyz": [[0.006, -1.328, 1.647], [-0.448, -0.281, 0.748], [0.318, -0.117, -0.528], [-1.900, 0.012, 0.871], [-0.057, 1.087, -1.460], [1.856, 0.038, -0.166], [0.304, -2.127, 2.403], [-0.223, -1.633, -1.319], [-2.514, -0.942, 1.002], [-2.292, 0.581, 0.024], [-1.942, 0.451, 1.898], [0.812, 0.993, -2.245], [0.226, 2.039, -0.863], [-1.033, 1.056, -1.817], [2.044, 0.918, 0.508], [2.442, 0.051, -1.121], [2.397, -0.797, 0.417]], "homo_ev": [-9.14, -8.85], "orbital_gap_ev": [7.7, 6.9], "mol_weight_da": 127.212, "total_charge": 0}


Version y
{"formula": "C6H9NS", "method": "ωB97M-V with the def2-TZVPD basis set", "species": ["C", "C", "C", "C", "S", "C", "C", "N", "H", "H", "H", "H", "H", "H", "H", "H", "H"], "xyz": [[-1.948, 0.027, 0.102], [-1.096, -1.151, -0.337], [0.149, -1.498, 0.053], [0.961, -0.811, 1.077], [1.357, -1.719, 2.400], [1.439, 0.548, 0.907], [1.270, 1.376, -0.176], [0.712, 1.142, -1.382], [-2.154, 0.675, -0.731], [-1.523, 0.606, 0.937], [-2.896, -0.398, 0.483], [-1.577, -1.828, -1.017], [0.577, -2.439, -0.323], [1.912, 1.011, 1.756], [1.629, 2.380, -0.018], [0.435, 0.221, -1.613], [0.753, 1.859, -2.117]], "homo_ev": -7.95, "orbital_gap_ev": 7.7, "mol_weight_da": 127.212, "total_charge": 0, "smiles": "C/C=C\\C(=S)/C=C\\N"}


The least stable of them is version w.


Version w
{"formula": "C6H9NS", "method": "ωB97M-V with the def2-TZVPD basis set", "species": ["C", "C", "C", "N", "C", "C", "S", "C", "H", "H", "H", "H", "H", "H", "H", "H", "H"], "xyz": [[-1.924, -1.386, -2.675], [-2.082, -0.850, -1.538], [-2.183, -0.413, 0.005], [-0.942, -0.044, 0.654], [-0.252, 1.096, -0.048], [1.116, 0.339, 0.041], [2.497, 0.958, 1.269], [0.235, -0.950, 0.503], [-1.920, -1.478, -3.828], [-2.797, 0.573, 0.006], [-2.756, -1.299, 0.459], [-0.306, 2.061, 0.494], [-0.590, 1.402, -1.069], [1.584, 0.160, -0.896], [3.142, -0.359, 1.037], [0.220, -1.766, -0.281], [0.612, -1.336, 1.467]], "homo_ev": -9.07, "orbital_gap_ev": 9.8, "mol_weight_da": 127.212, "total_charge": 0, "smiles": "C#CCN1CC(S)C1"}


Version x
{"formula": "C6H9NS", "method": "ωB97M-V with the def2-TZVPD basis set", "species": ["C", "C", "C", "C", "C", "C", "H", "H", "H", "H", "H", "H", "H", "H", "H", "N", "S"], "xyz": [[1.118, 1.701, 0.237], [0.671, 0.193, -0.049], [-0.093, -1.578, -0.441], [-0.351, -1.611, 1.066], [0.068, -0.335, 1.298], [-0.665, -0.270, -0.793], [1.864, 2.094, 1.068], [0.059, 2.270, 0.513], [1.388, 2.083, -0.817], [1.281, -0.558, -1.536], [-0.194, -2.531, -1.057], [-0.643, -2.538, 1.679], [0.280, 0.250, 2.279], [-0.669, 0.180, -1.916], [-2.854, 1.331, -0.893], [1.150, -0.942, -0.673], [-2.410, 0.261, 0.035]], "homo_ev": -8.56, "orbital_gap_ev": 9.3, "mol_weight_da": 127.212, "total_charge": 0}


The least stable of them is version x.


Version w
{"formula": "C6H9NS", "method": "ωB97M-V with the def2-TZVPD basis set", "species": ["C", "C", "C", "C", "N", "C", "C", "S", "H", "H", "H", "H", "H", "H", "H", "H", "H"], "xyz": [[0.872, 0.819, 1.200], [0.210, -0.319, 1.477], [0.337, -1.333, 0.314], [-1.021, -1.235, -0.475], [-1.423, 0.301, -0.577], [-0.230, 1.058, -1.063], [1.203, 0.894, -0.413], [1.730, -0.788, -0.765], [1.120, 1.511, 2.027], [-0.436, -0.466, 2.364], [0.541, -2.365, 0.635], [-1.902, -1.861, -0.101], [-0.966, -1.593, -1.414], [-1.463, 0.532, 0.535], [-0.180, 0.969, -2.178], [-0.383, 2.181, -0.899], [1.991, 1.694, -0.668]], "homo_ev": -8.34, "orbital_gap_ev": 9.2, "mol_weight_da": 127.212, "total_charge": 0, "smiles": "C1=C[C@H]2CNC[C@@H]1S2"}


Version x
{"formula": "C6H9NS", "method": "ωB97M-V with the def2-TZVPD basis set", "species": ["C", "C", "C", "N", "C", "C", "S", "C", "H", "H", "H", "H", "H", "H", "H", "H", "H"], "xyz": [[-0.340, 1.529, -0.200], [0.958, 1.342, -0.260], [1.591, 0.060, 0.051], [1.564, -1.083, -0.939], [0.816, -1.283, 0.265], [-0.702, -1.422, 0.314], [-1.883, -0.752, -0.609], [-1.682, 0.896, 0.200], [-0.991, 2.428, -0.675], [1.667, 2.165, -0.552], [2.751, 0.079, 0.261], [0.891, -0.789, -1.505], [1.199, -1.853, 1.164], [-0.740, -2.406, -0.043], [-0.884, -1.208, 1.381], [-1.661, 0.756, 1.279], [-2.553, 1.540, -0.132]], "homo_ev": -8.62, "orbital_gap_ev": 9.4, "mol_weight_da": 127.212, "total_charge": 0, "smiles": "C1=C[C@@H]2N[C@@H]2CSC1"}


The least stable of them is version x.


Version w
{"formula": "C3HNO3", "method": "ωB97M-V with the def2-TZVPD basis set", "species": ["C", "C", "C", "N", "O", "O", "O", "H"], "xyz": [[-2.757, 2.074, 2.171], [-0.111, 2.534, 0.793], [1.374, -4.123, -1.948], [-1.748, 2.420, 1.719], [1.772, -3.075, -1.733], [-0.073, 2.509, -0.367], [1.004, -5.197, -2.173], [0.540, 2.859, 1.539]], "homo_ev": -10.67, "orbital_gap_ev": 9.7, "mol_weight_da": 99.045, "total_charge": 0}


Version x
{"formula": "C3HNO3", "method": "ωB97M-V with the def2-TZVPD basis set", "species": ["C", "C", "C", "N", "O", "O", "O", "H"], "xyz": [[-3.006, -2.684, -0.482], [-1.257, 0.229, -0.444], [2.929, 1.014, 0.649], [-2.428, -1.650, -0.397], [2.399, 1.921, 0.179], [-0.258, -0.063, 0.081], [3.460, 0.191, 1.241], [-1.840, 1.043, -0.826]], "homo_ev": [-9.87, -9.87], "orbital_gap_ev": [8.2, 8.2], "mol_weight_da": 99.045, "total_charge": 0}


The least stable of them is version x.


Version w
{"formula": "C3HNO3", "method": "ωB97M-V with the def2-TZVPD basis set", "species": ["C", "C", "C", "N", "O", "O", "O", "H"], "xyz": [[-0.736, 1.108, 1.029], [1.533, 0.306, 0.633], [-0.976, -1.497, -1.465], [0.519, 0.943, 0.908], [2.677, 0.091, 0.495], [-0.020, -1.580, -0.833], [-1.885, -1.390, -2.174], [-1.111, 2.019, 1.406]], "homo_ev": -8.23, "orbital_gap_ev": 7.5, "mol_weight_da": 99.045, "total_charge": 0}


Version x
{"formula": "C3HNO3", "method": "ωB97M-V with the def2-TZVPD basis set", "species": ["N", "C", "C", "O", "H", "O", "C", "O"], "xyz": [[1.755, -1.032, 0.336], [1.931, 0.237, 0.308], [2.499, 1.379, -0.120], [2.842, 2.513, -0.212], [2.202, -1.701, -0.262], [-3.633, -0.815, -1.109], [-3.766, -0.431, -0.033], [-3.830, -0.150, 1.091]], "homo_ev": -8.72, "orbital_gap_ev": 7.3, "mol_weight_da": 99.045, "total_charge": 0, "smiles": "N=C=C=O.O=C=O"}


The least stable of them is version w.


Version w
{"formula": "C11H15N", "method": "ωB97M-V with the def2-TZVPD basis set", "species": ["C", "C", "C", "N", "C", "C", "C", "C", "C", "C", "H", "H", "H", "H", "H", "H", "H", "H", "H", "C", "C", "H", "H", "H", "H", "H", "H"], "xyz": [[0.644, -3.493, 0.807], [1.469, -2.365, 0.363], [2.799, -2.507, 0.067], [3.347, -1.246, -0.390], [2.198, -0.443, -0.686], [2.082, 0.890, -1.257], [0.821, 1.330, -1.421], [-0.366, 0.621, -0.940], [-0.204, -0.553, -0.309], [1.082, -1.149, -0.262], [0.014, -3.968, -0.016], [-0.022, -3.351, 1.621], [1.244, -4.314, 1.271], [3.480, -3.300, 0.108], [4.248, -1.070, -0.707], [2.884, 1.527, -1.645], [0.648, 2.334, -1.873], [-1.443, 0.980, -1.067], [-1.002, -1.106, 0.285], [-3.647, 2.434, 0.476], [-2.388, 2.989, 1.089], [-4.301, 1.522, 0.994], [-4.372, 2.978, -0.020], [-3.240, 1.736, -0.322], [-1.652, 3.417, 0.343], [-1.775, 2.305, 1.624], [-2.547, 3.802, 1.868]], "homo_ev": -8.00, "orbital_gap_ev": 9.0, "mol_weight_da": 161.248, "total_charge": 0, "smiles": "Cc1c[nH]c2ccccc12.CC"}


Version x
{"formula": "C11H15N", "method": "ωB97M-V with the def2-TZVPD basis set", "species": ["C", "C", "C", "N", "C", "C", "C", "C", "C", "C", "H", "H", "H", "H", "H", "H", "H", "H", "H", "C", "C", "H", "H", "H", "H", "H", "H"], "xyz": [[1.074, -1.094, 1.843], [1.290, 0.104, 1.036], [2.552, 0.644, 0.953], [2.557, 1.662, -0.027], [1.276, 1.793, -0.483], [0.787, 2.871, -1.270], [-0.575, 2.745, -1.550], [-1.424, 1.752, -0.991], [-0.939, 0.856, -0.050], [0.374, 0.744, 0.098], [0.733, -2.008, 1.362], [0.121, -0.652, 2.512], [1.943, -1.421, 2.471], [3.319, 0.580, 1.776], [3.384, 2.236, -0.119], [1.616, 3.474, -1.602], [-1.164, 3.484, -2.100], [-2.467, 1.966, -1.139], [-1.634, 0.214, 0.474], [-1.225, -2.310, -1.017], [-2.044, -2.669, 0.274], [-1.519, -2.771, -1.965], [-1.216, -1.282, -1.242], [-0.177, -2.732, -1.055], [-1.516, -2.450, 1.149], [-2.184, -3.710, 0.358], [-2.943, -2.027, 0.303]], "homo_ev": -7.80, "orbital_gap_ev": 8.7, "mol_weight_da": 161.248, "total_charge": 0, "smiles": "Cc1c[nH]c2ccccc12.CC"}


The least stable of them is version x.


Version w
{"formula": "C11H15N", "method": "ωB97M-V with the def2-TZVPD basis set", "species": ["C", "C", "C", "N", "C", "C", "C", "C", "C", "C", "H", "H", "H", "H", "H", "H", "H", "H", "H", "C", "C", "H", "H", "H", "H", "H", "H"], "xyz": [[-1.206, 0.697, -1.907], [0.225, 0.883, -1.549], [1.419, 0.807, -2.214], [2.444, 0.615, -1.291], [1.970, 0.904, -0.038], [2.640, 0.735, 1.159], [1.880, 0.752, 2.328], [0.507, 0.911, 2.297], [-0.152, 1.001, 1.071], [0.538, 0.984, -0.127], [-1.554, 1.059, -2.886], [-1.921, 1.139, -1.219], [-1.417, -0.370, -2.033], [1.533, 0.732, -3.281], [3.431, 0.577, -1.499], [3.710, 0.572, 1.207], [2.425, 0.589, 3.251], [-0.053, 0.919, 3.219], [-1.237, 1.063, 1.088], [-4.042, -2.888, -0.376], [-3.556, -3.429, 1.002], [-4.260, -3.582, -1.183], [-4.865, -2.210, -0.152], [-3.268, -2.226, -0.783], [-2.772, -2.741, 1.331], [-3.100, -4.402, 0.876], [-4.346, -3.372, 1.742]], "homo_ev": -7.80, "orbital_gap_ev": 8.7, "mol_weight_da": 161.248, "total_charge": 0, "smiles": "Cc1c[nH]c2ccccc12.CC"}


Version x
{"formula": "C11H15N", "method": "ωB97M-V with the def2-TZVPD basis set", "species": ["C", "C", "C", "N", "C", "C", "C", "C", "C", "C", "H", "H", "H", "H", "H", "H", "H", "H", "H", "C", "C", "H", "H", "H", "H", "H", "H"], "xyz": [[-0.625, 0.989, 2.129], [-0.858, 0.078, 1.030], [-2.109, -0.480, 0.823], [-1.981, -1.569, 0.035], [-0.658, -1.842, -0.304], [-0.119, -2.815, -1.181], [1.193, -2.790, -1.432], [1.898, -1.651, -1.004], [1.395, -0.693, -0.226], [0.113, -0.797, 0.274], [-1.015, 2.116, 2.081], [0.365, 1.062, 2.489], [-1.055, 0.598, 3.123], [-3.049, -0.338, 1.316], [-2.790, -2.197, -0.132], [-0.939, -3.519, -1.525], [1.780, -3.471, -1.950], [2.944, -1.752, -1.280], [1.993, 0.180, 0.074], [1.000, 4.490, 0.458], [0.588, 4.220, -1.017], [1.271, 3.603, 1.056], [1.899, 5.099, 0.364], [0.127, 4.948, 0.915], [0.579, 5.148, -1.614], [-0.413, 3.763, -0.892], [1.258, 3.491, -1.569]], "homo_ev": -7.76, "orbital_gap_ev": 8.6, "mol_weight_da": 161.248, "total_charge": 0, "smiles": "Cc1c[nH]c2ccccc12.CC"}


The least stable of them is version x.